Record 1
{"formula": "C23H39CaCl2N5O3P", "method": "ωB97M-V with the def2-TZVPD basis set", "charge": -1, "orbital_gap_ev": [3.76, 3.75], "total_energy_ev": -90851.8429, "relative_energy_kj_mol": 0.33, "lumo_ev": [2.365, 2.361], "largest_force_ev_per_a": 3.190, "symbols": ["O", "C", "C", "C", "H", "C", "H", "C", "H", "C", "H", "C", "H", "H", "C", "C", "H", "H", "H", "C", "C", "H", "H", "H", "H", "Ca", "Cl", "Cl", "C", "O", "N", "C", "C", "H", "H", "H", "H", "H", "H", "H", "H", "H", "C", "C", "N", "H", "C", "O", "H", "H", "H", "H", "C", "N", "C", "N", "C", "N", "C", "P", "C", "C", "H", "H", "H", "H", "H", "H", "H", "H", "H", "H", "H", "H"], "coordinates": [[1.039861, 1.942908, -2.422593], [1.197582, 1.767877, -3.642916], [1.900011, 2.662795, -4.577114], [2.516296, 3.862185, -4.151494], [2.397276, 4.194079, -3.108480], [3.277143, 4.591187, -5.061887], [3.805013, 5.486945, -4.729284], [3.381937, 4.183826, -6.410912], [4.001532, 4.768765, -7.114981], [2.750679, 3.002356, -6.832947], [2.848520, 2.662179, -7.870919], [2.012919, 2.254942, -5.918227], [1.526214, 1.319087, -6.199100], [0.820670, 0.826956, -4.080314], [-2.379467, 1.267510, -3.317019], [-2.131443, 0.238379, -2.333098], [-3.268652, 1.094286, -3.940557], [-1.509627, 1.339872, -3.983521], [-2.468889, 2.247396, -2.824732], [-2.634113, -0.772245, -1.678378], [-4.099751, -1.013767, -1.295965], [-1.999604, -1.599287, -1.315354], [-4.806067, -0.544828, -2.004696], [-4.327108, -0.630218, -0.287293], [-4.268010, -2.099450, -1.280836], [0.517930, 0.244081, -0.962948], [0.949923, 2.379991, 0.561567], [0.918031, -1.418212, -3.104608], [-1.505787, 0.598386, 1.829855], [-0.883923, -0.239926, 1.137386], [-2.032095, 0.374398, 3.047895], [-1.863428, -0.891666, 3.761131], [-2.951369, 1.330712, 3.663616], [-1.652899, 1.640098, 1.477947], [-1.126429, -1.521460, 3.250777], [-2.828488, -1.418503, 3.828609], [-1.522858, -0.674513, 4.784428], [-3.008516, 2.221380, 3.022223], [-2.578929, 1.617354, 4.654456], [-3.951505, 0.885134, 3.763428], [0.599615, -5.548560, 0.873112], [2.748380, -5.860636, -0.900446], [0.229782, -4.885548, 0.080696], [2.151182, -5.161086, -1.500419], [1.354375, -4.288110, -0.636311], [-0.381438, -4.089455, 0.513724], [1.548726, -2.963370, -0.641590], [0.822949, -2.101988, -0.090850], [2.821790, -4.529406, -2.097311], [2.440633, -2.661712, -1.224819], [-0.364081, -5.493525, -0.614488], [1.491746, -5.751212, -2.152502], [4.682046, -1.151306, 3.931371], [5.256390, 0.030343, 3.249522], [4.831525, 1.252866, 3.958638], [3.364156, 1.360305, 4.031968], [2.815198, 0.158960, 4.697443], [3.211700, -1.089984, 4.021465], [2.582190, -1.231476, 2.708910], [3.045905, 0.147208, 1.503703], [4.894525, 0.062444, 1.830278], [2.769034, 1.590785, 2.721548], [5.111314, -1.194433, 4.946873], [4.968809, -2.048626, 3.371730], [5.215513, 2.126308, 3.419113], [5.235147, 1.219377, 4.986176], [1.720503, 0.235924, 4.712378], [3.198265, 0.147284, 5.732732], [2.881281, -2.188077, 2.259292], [1.486295, -1.236163, 2.795600], [5.352033, 0.949930, 1.374737], [5.295119, -0.831343, 1.333173], [1.687529, 1.756638, 2.816462], [3.224480, 2.493257, 2.292947]], "forces_ev_per_a": [[0.7607, 0.4905, -2.3583], [-0.7407, -0.5023, 1.2119], [0.3824, 0.8139, -0.0640], [-0.0827, -0.3251, -0.1276], [0.1140, -0.3070, -0.5482], [-0.0898, -0.0466, -0.4431], [-0.2126, -0.1985, -0.1261], [0.1150, -0.2103, 0.3302], [-0.4659, -0.3833, 0.4657], [0.1281, 0.3791, 0.0160], [-0.0667, 0.1796, 0.4562], [0.0227, 0.0005, 0.4916], [0.1643, 0.2373, -0.0417], [0.0618, 0.1763, 0.0185], [-0.7615, 0.4803, 0.3259], [3.1283, -0.3847, 0.4930], [-0.2494, 0.1779, -0.2633], [-0.0455, 0.2081, -0.2939], [-0.0439, 0.0515, -0.1741], [-1.3940, -0.0524, 0.3725], [-0.1191, -0.3199, -0.4328], [0.1311, 0.3204, 0.4427], [0.2024, -0.1224, 0.2259], [0.0858, -0.0709, -0.1978], [-0.3362, 0.0486, 0.0546], [-1.4345, -0.8670, 0.0777], [-0.4166, 0.6158, -0.1058], [0.4958, -0.1632, -0.2888], [1.0484, -0.8616, -1.7040], [-1.0150, 1.3984, 1.7042], [-0.2552, -0.3412, 0.4939], [-0.0826, 0.2474, -0.1257], [0.4498, -0.0850, -0.3970], [0.0349, -0.4514, 0.0147], [-0.2457, 0.2486, 0.0182], [0.2805, 0.0437, -0.0765], [-0.0307, -0.0953, -0.2204], [-0.0388, -0.2625, 0.2785], [-0.1292, 0.0033, -0.1199], [0.1923, 0.1336, -0.0179], [-0.0406, 0.1198, -0.0526], [-0.0684, 0.0967, -0.0742], [0.2150, 0.0175, -0.2222], [-0.0642, 0.3414, 0.4036], [-0.2890, -0.4920, 0.1066], [0.1293, -0.1326, -0.1538], [-0.6486, 1.8715, 0.1460], [1.2907, -1.7604, -0.3273], [-0.2457, -0.3002, 0.0523], [-0.3511, -0.1040, 0.2223], [0.0030, 0.2201, 0.1292], [0.1636, 0.2911, 0.0459], [-0.3688, 0.8863, -0.2979], [0.4732, -0.2110, 0.5782], [-0.7260, -0.7420, -0.2603], [0.2717, -0.0952, 0.8530], [0.6500, 0.2571, -0.6338], [0.1205, -0.2657, 0.7577], [0.1563, 0.4872, -0.3780], [-0.0181, 0.2580, 0.3659], [-0.3472, -0.0269, 0.0975], [0.0706, -0.6060, -0.1383], [-0.2246, -0.0087, -0.2915], [-0.0420, 0.0856, 0.1212], [0.0152, -0.1179, 0.1692], [-0.0888, 0.0356, -0.3740], [0.2084, -0.0574, -0.0152], [-0.1230, -0.1058, -0.3287], [-0.1006, 0.1066, 0.1081], [0.2262, -0.0418, 0.0410], [0.0027, -0.1842, -0.0213], [0.0589, 0.1706, 0.0702], [0.4594, -0.0065, -0.0275], [-0.3101, -0.1912, -0.0362]]}

Record 2
{"formula": "C23H39Cl4F10N4OS2", "method": "ωB97M-V with the def2-TZVPD basis set", "charge": 1, "orbital_gap_ev": 7.23, "total_energy_ev": -131417.6512, "lumo_ev": -3.533, "largest_force_ev_per_a": 1.811, "symbols": ["C", "C", "N", "C", "O", "C", "C", "C", "C", "C", "F", "F", "C", "F", "F", "S", "F", "F", "F", "F", "F", "N", "C", "N", "S", "C", "C", "C", "C", "C", "C", "C", "C", "C", "C", "N", "C", "C", "F", "H", "H", "H", "H", "H", "H", "H", "H", "H", "H", "H", "H", "H", "H", "H", "H", "H", "H", "H", "H", "H", "H", "H", "H", "H", "H", "H", "H", "H", "H", "H", "H", "H", "H", "H", "H", "H", "H", "H", "C", "Cl", "Cl", "Cl", "Cl"], "coordinates": [[-3.759219, 4.096328, -2.498504], [-2.829280, 3.325306, -3.429481], [-2.496192, 1.980786, -2.952076], [-1.313342, 1.878193, -2.109633], [-1.119654, 3.021713, -1.345279], [-0.062766, 1.645753, -3.014472], [1.216401, 1.592395, -2.179942], [2.447343, 1.158547, -2.967310], [3.744696, 1.904130, -2.582394], [4.596945, 1.125560, -1.589459], [3.755486, 0.381640, -0.784459], [5.401731, 0.217980, -2.208627], [5.394283, 1.966840, -0.552990], [6.067774, 1.120295, 0.269658], [4.473096, 2.629879, 0.206271], [6.580825, 3.261188, -1.247744], [5.338328, 4.160082, -1.655779], [6.608589, 3.968056, 0.177026], [7.837412, 2.403909, -0.822776], [6.574075, 2.561442, -2.663016], [7.532525, 4.370552, -1.819432], [0.940323, 0.744897, -0.977309], [-0.225643, 0.016703, -1.125502], [-0.176736, -1.281693, -1.186488], [1.354393, -2.099270, -1.107832], [-1.400574, -2.101259, -1.379689], [-1.520886, -3.322351, -0.474871], [-1.845251, -3.050574, 1.004700], [-3.241604, -2.404725, 1.154678], [-0.746733, -2.312602, 1.772123], [-1.015548, -2.199457, 3.282994], [-0.368553, -0.969941, 3.860197], [0.113641, -0.838648, 5.105280], [0.446169, -1.987547, 6.023242], [0.387877, 0.537654, 5.646752], [-1.443699, 0.675091, -1.258819], [-2.107563, 0.817505, 0.031603], [-3.422447, 1.560657, 0.007800], [-1.239603, 1.369927, 0.966778], [-3.705137, 5.149200, -2.760777], [-3.398402, 4.015869, -1.479675], [-4.769618, 3.714666, -2.567997], [-1.958662, 3.926639, -3.707918], [-3.380085, 3.176068, -4.355650], [-2.376408, 1.355279, -3.733514], [-0.605203, 3.665376, -1.831578], [-0.026263, 2.503366, -3.684802], [-0.193102, 0.770968, -3.652328], [1.381856, 2.594664, -1.795958], [2.582006, 0.082096, -2.949210], [2.266561, 1.419411, -4.009811], [3.464715, 2.872893, -2.189246], [4.329307, 1.999139, -3.489980], [0.873403, 1.350497, -0.167662], [1.589466, -2.035744, 0.214182], [-1.333569, -2.474991, -2.400767], [-2.291839, -1.497080, -1.317507], [-2.372888, -3.878033, -0.866540], [-0.667526, -3.983107, -0.587281], [-1.911858, -4.033914, 1.462187], [-3.635765, -2.069385, 0.196573], [-3.225649, -1.563926, 1.839617], [-3.949404, -3.148105, 1.505872], [-0.635325, -1.294439, 1.397607], [0.173865, -2.882784, 1.658034], [-0.647535, -3.086292, 3.792954], [-2.084012, -2.137140, 3.476345], [-0.272756, -0.118528, 3.194267], [1.373255, -1.741906, 6.530732], [0.595279, -2.891548, 5.443929], [-0.342227, -2.135788, 6.757721], [1.411545, 0.646586, 5.999519], [-0.322823, 0.793849, 6.427132], [0.254970, 1.265141, 4.848013], [-2.297975, -0.191656, 0.389726], [-3.233661, 2.591958, 0.286560], [-4.052930, 1.138583, 0.784643], [-3.923209, 1.480499, -0.946105], [-2.633742, -7.462654, 1.345037], [-2.678802, -9.058825, 0.605907], [-4.110696, -6.575406, 0.941508], [-2.497110, -7.614251, 3.095661], [-1.238663, -6.562184, 0.725364]], "forces_ev_per_a": [[0.8370, -0.0131, 0.0683], [-0.6334, -0.0941, -0.2935], [0.0412, 0.1707, 0.5982], [0.7492, -0.2700, -1.6265], [-0.2727, -0.2668, 0.7432], [-0.1336, 0.5344, 0.3142], [-0.2653, -0.2971, 0.1148], [0.1711, 0.3526, -0.3039], [-0.2832, -0.9626, -0.1870], [-0.5825, -0.4552, 0.3192], [0.3733, 0.1530, -0.1445], [-0.2302, 0.5567, 0.2560], [-0.1216, -0.4592, 0.9969], [-0.5311, 0.7954, -0.7589], [0.5850, -0.3870, -0.5910], [0.6678, 0.1791, 1.1069], [-0.1526, -0.0010, -0.2439], [0.0314, -0.0326, -0.2454], [-0.0698, 0.0356, -0.2967], [-0.0615, -0.0275, -0.2572], [-0.0657, -0.0880, 0.0685], [0.5754, 0.0451, -0.3347], [0.0860, 0.1414, 0.1264], [-0.2726, 0.2934, 0.7556], [0.2584, -0.3369, -0.4405], [0.1910, -1.0243, -0.3781], [-0.2954, 0.2606, 0.4757], [-0.1308, 0.0237, -0.0043], [0.2911, -0.2905, -0.2974], [-0.5055, -0.2872, 0.3689], [0.6400, 0.2568, -0.2961], [0.3151, -0.2993, 0.6203], [0.0635, 0.1208, -0.4090], [-0.4753, 0.4337, -0.4460], [0.3162, 0.0063, -0.7694], [0.0618, 0.6044, 0.3893], [-0.9061, -0.8948, -0.1895], [0.2706, 0.1206, 0.5251], [0.2007, 0.1893, 0.0211], [-0.3568, 0.1309, -0.0944], [-0.1248, 0.0098, 0.1629], [-0.2047, 0.0538, 0.0511], [0.2196, 0.0177, 0.1338], [0.1121, -0.0393, -0.2116], [-0.1219, -0.1547, -0.0599], [0.0343, 0.2607, -0.2145], [0.0677, 0.0384, -0.1780], [-0.0334, -0.2301, 0.1030], [0.1324, 0.1304, 0.0789], [-0.0550, -0.1709, 0.1227], [-0.0923, 0.0059, -0.1193], [0.2794, 0.2221, 0.0282], [0.2217, 0.3733, 0.0433], [-0.2843, -0.0890, 0.1708], [-0.2985, 0.2072, -0.0004], [0.0176, 0.0625, -0.1760], [0.0972, 0.3852, 0.0389], [-0.0472, -0.0842, -0.1960], [0.2311, 0.0413, 0.0181], [0.0255, -0.1575, 0.0605], [-0.0430, 0.1789, -0.0841], [-0.1732, 0.1029, 0.1333], [-0.1620, 0.0429, 0.2285], [0.2377, 0.0685, -0.1799], [0.2858, 0.2229, -0.2009], [-0.1199, -0.2104, 0.0337], [-0.1714, -0.0569, 0.0289], [-0.5668, 0.2837, 0.0847], [0.0867, -0.0820, 0.2350], [-0.0399, -0.2612, 0.1288], [0.0348, -0.1603, 0.2137], [0.0131, -0.0449, 0.3408], [0.0527, -0.0502, 0.2929], [-0.0686, 0.1479, -0.0200], [0.2002, -0.1102, 0.0102], [-0.0884, 0.1998, -0.2597], [-0.0975, -0.0579, 0.0741], [0.0087, 0.0686, -0.1618], [-0.0462, -0.0523, 0.0487], [-0.0003, 0.0445, 0.0051], [-0.0167, 0.0319, -0.0075], [-0.0009, 0.0180, -0.0182], [0.1185, -0.1242, -0.0439]]}